No. 1
{
  "formula": "C3H2NO3",
  "method": "ωB97M-V/def2-TZVPD",
  "elements": ["O", "O", "H", "H", "C", "N", "O", "C", "C"],
  "xyz": [[2.958, 0.138, -0.351], [4.786, 1.371, 0.275], [-0.674, 0.157, 0.433], [0.067, 0.285, -1.214], [3.881, 0.788, -0.107], [0.534, -1.325, 0.042], [2.224, -2.863, 0.244], [1.519, -2.044, -0.032], [-0.129, -0.286, -0.283]],
  "lowdin_charge": [0.175, 0.284, 0.091, 0.155, -0.378, 0.200, 0.388, -0.184, 0.267],
  "total_charge": 1,
  "gap_ev": 9.51,
  "lumo_energy_ev": -7.583,
  "de_lowest_ev": 0.162
}

No. 2
{
  "formula": "C18H41BF4N6O11P4Ti",
  "method": "ωB97M-V/def2-TZVPD",
  "elements": ["H", "H", "P", "N", "H", "C", "F", "N", "H", "H", "O", "O", "C", "C", "H", "C", "C", "H", "H", "F", "H", "H", "O", "H", "N", "B", "Ti", "H", "O", "H", "P", "H", "H", "N", "C", "C", "H", "F", "H", "C", "O", "C", "C", "P", "H", "H", "O", "N", "H", "H", "H", "F", "H", "H", "C", "H", "H", "C", "H", "C", "P", "O", "H", "C", "H", "O", "H", "O", "N", "O", "H", "C", "H", "H", "H", "H", "C", "H", "O", "H", "H", "C", "C", "H", "H", "H"],
  "xyz": [[3.147, -3.125, -2.031], [-0.175, -2.615, -3.869], [-0.036, 3.103, 2.074], [3.607, -1.428, -0.817], [-0.814, 1.816, -3.153], [3.077, -0.156, -3.988], [-2.983, -0.506, 0.063], [3.085, 0.467, -2.660], [4.374, -2.024, -2.699], [0.255, -2.266, 1.484], [1.410, 2.803, 1.577], [-0.429, -0.917, -0.073], [-0.264, 0.909, -3.381], [-3.618, -2.586, 3.701], [4.008, 1.990, -1.509], [-2.371, -0.286, -2.962], [-0.241, 5.489, 0.686], [4.068, -0.523, -4.263], [-2.844, 0.591, -2.530], [-3.042, 1.525, 1.003], [-4.344, -3.297, 4.080], [1.568, 2.087, 0.905], [-2.216, 4.288, 1.427], [2.409, -0.393, 4.924], [-1.805, -0.793, 2.601], [-3.928, 0.573, 0.317], [-1.014, 0.443, 1.157], [-0.466, -4.232, -3.220], [2.225, 0.667, -0.216], [1.495, 1.080, 4.496], [-0.866, 3.174, -0.728], [-3.106, 0.683, 3.167], [3.049, -1.141, 1.185], [-0.907, -0.259, -2.756], [4.124, 1.503, -2.477], [-1.486, -2.088, 2.747], [0.073, -3.546, 2.679], [-4.405, 1.098, -0.864], [2.915, 0.645, 3.560], [3.987, -2.465, -1.782], [-2.363, 3.327, -1.271], [1.196, -0.497, 3.133], [-2.377, -3.009, 3.253], [-0.287, -1.147, -1.571], [4.002, 2.259, -3.253], [-0.496, 4.437, 3.710], [-0.870, 1.893, 2.490], [0.843, -1.758, 3.398], [2.755, -2.794, 0.584], [2.778, 0.587, -4.729], [2.368, -0.981, -4.028], [-4.921, 0.153, 1.193], [0.786, 5.366, 0.342], [0.755, 1.055, -3.046], [-0.816, -3.199, -3.212], [-0.786, 6.064, -0.062], [-2.815, -1.170, -2.505], [2.064, 0.233, 4.102], [-2.425, 4.025, -1.947], [-3.878, -1.241, 3.706], [2.559, -0.265, -1.304], [0.144, 3.696, -1.659], [-1.602, -2.973, 0.079], [-1.559, -3.466, -0.881], [5.132, 1.079, -2.551], [0.826, 0.045, 2.082], [-4.797, -0.842, 4.116], [1.286, -1.092, -1.916], [-0.769, -2.681, -1.837], [-0.748, 1.705, -0.284], [-2.567, -0.311, -4.036], [-0.919, 4.136, 0.864], [4.781, -3.068, -1.347], [-0.248, 6.043, 1.625], [-2.865, 3.836, 0.874], [-2.084, -4.051, 3.319], [-2.947, -0.382, 3.156], [4.407, -2.251, 0.937], [0.293, 3.986, 3.350], [-1.836, -3.178, -3.608], [-0.268, 0.763, -4.463], [3.440, -1.934, 0.550], [-0.049, -2.486, 2.496], [-2.584, -3.588, -1.242], [1.063, -2.151, 4.298], [-1.116, -4.457, -0.759]],
  "mulliken_spin": [0.000, 0.000, 0.013, 0.000, 0.000, 0.000, 0.009, 0.000, 0.000, 0.003, 0.001, 0.006, 0.001, 0.008, 0.000, 0.000, 0.000, 0.000, 0.000, 0.007, 0.000, 0.010, 0.001, 0.000, -0.015, -0.019, 0.905, 0.000, -0.001, 0.000, 0.010, 0.002, 0.002, 0.000, 0.000, 0.023, 0.000, 0.000, 0.000, 0.000, 0.000, 0.004, -0.001, 0.008, 0.000, 0.000, -0.002, 0.001, 0.000, 0.000, 0.000, 0.000, 0.000, 0.000, 0.000, 0.000, 0.000, -0.002, 0.000, -0.007, 0.001, 0.001, 0.002, 0.000, 0.000, 0.032, 0.000, 0.000, 0.000, -0.018, 0.000, -0.002, 0.000, 0.000, 0.000, 0.000, 0.014, 0.000, 0.000, 0.000, 0.000, -0.001, 0.005, 0.000, 0.001, 0.000],
  "total_charge": 1,
  "gap_ev": [7.99, 9.25],
  "lumo_energy_ev": [-2.647, -2.651],
  "de_lowest_ev": 0.721,
  "multiplicity": 2,
  "s2": 0.75
}

No. 3
{
  "formula": "C4H9NO2",
  "method": "ωB97M-V/def2-TZVPD",
  "elements": ["H", "O", "H", "C", "H", "O", "C", "H", "N", "H", "H", "H", "H", "C", "H", "C"],
  "xyz": [[-2.522, 1.455, 0.596], [2.284, 0.788, 0.411], [-0.633, -2.405, 0.552], [-1.276, -1.709, -0.108], [2.786, 1.063, -0.348], [1.202, 0.082, -1.404], [1.174, 0.312, -0.171], [-0.784, -1.699, -1.069], [0.203, 0.102, 0.857], [0.426, 0.832, 1.583], [-2.878, 0.292, -0.756], [-1.708, -0.582, 1.450], [-2.253, -2.149, -0.113], [-1.222, -0.361, 0.543], [-1.420, 1.237, -0.807], [-2.062, 0.805, -0.119]],
  "lowdin_charge": [0.059, 0.096, 0.113, -0.080, 0.109, 0.038, -0.554, 0.067, 0.095, 0.158, 0.105, 0.103, 0.071, -0.385, 0.035, -0.031],
  "gap_ev": 10.73,
  "smiles": "CC(C)NC(=O)O",
  "lumo_energy_ev": 0.781,
  "de_lowest_ev": 1.023
}

No. 4
{
  "formula": "C4H8O2",
  "method": "ωB97M-V/def2-TZVPD",
  "elements": ["H", "C", "C", "C", "H", "O", "H", "H", "H", "O", "H", "H", "C", "H"],
  "xyz": [[2.217, 0.234, 0.811], [0.245, 1.180, 0.644], [-0.274, -0.331, -1.039], [1.218, 0.258, 1.273], [0.719, -0.760, -0.999], [1.436, 0.577, 2.631], [0.803, -0.774, 1.135], [0.568, 0.593, 3.056], [-2.106, -0.066, -2.078], [-0.513, 0.741, -0.333], [-0.984, -1.218, -2.859], [-0.068, 2.122, 1.075], [-1.369, -0.856, -1.897], [-1.892, -1.699, -1.419]],
  "lowdin_charge": [0.126, -0.131, -0.203, -0.287, 0.110, -0.062, 0.118, 0.089, 0.082, -0.029, 0.074, 0.116, -0.076, 0.074],
  "gap_ev": [8.06, 7.91],
  "lumo_energy_ev": [0.923, 0.826],
  "de_lowest_ev": 4.280
}

No. 5
{
  "formula": "C4H3NO2",
  "method": "ωB97M-V/def2-TZVPD",
  "elements": ["H", "H", "C", "N", "O", "C", "H", "C", "O", "C"],
  "xyz": [[0.103, -1.797, 0.326], [2.191, -1.676, 0.005], [-0.363, 0.289, 0.035], [0.589, -0.769, 0.120], [2.358, 0.410, -0.095], [-3.058, -0.366, -0.061], [-4.191, -0.045, 0.474], [-1.800, -0.217, -0.224], [-0.099, 1.479, 0.087], [1.838, -0.740, -0.013]],
  "lowdin_charge": [0.235, 0.098, -0.402, 0.075, 0.025, 0.064, 0.149, -0.041, 0.132, -0.335],
  "gap_ev": 9.46,
  "smiles": "C#CC(=O)NC=O",
  "lumo_energy_ev": -0.535,
  "de_lowest_ev": 4.844
}

No. 6
{
  "formula": "C35H45F2Zr",
  "method": "ωB97M-V/def2-TZVPD",
  "elements": ["H", "H", "C", "H", "C", "H", "H", "F", "H", "C", "C", "C", "H", "F", "H", "H", "C", "H", "H", "H", "H", "H", "H", "H", "H", "C", "C", "C", "C", "C", "H", "C", "C", "H", "C", "H", "H", "C", "H", "C", "C", "C", "H", "H", "C", "H", "H", "H", "H", "H", "C", "C", "C", "H", "C", "H", "H", "H", "H", "H", "C", "C", "H", "C", "H", "H", "C", "C", "C", "Zr", "C", "C", "H", "H", "H", "H", "C", "H", "H", "C", "H", "C", "C"],
  "xyz": [[1.121, -2.216, 5.523], [0.428, 2.031, -0.770], [0.499, 0.067, 4.019], [2.099, -1.018, 6.391], [-1.580, 0.557, -4.471], [2.443, -3.662, 1.551], [0.422, 0.761, -1.983], [-2.985, -3.347, -4.944], [2.872, -2.087, 5.203], [-1.637, -0.633, -0.747], [-0.877, -3.223, 3.577], [-0.785, -0.582, -4.097], [2.171, 3.099, 1.948], [-2.379, 6.953, -6.087], [-1.091, -0.631, -1.693], [-3.532, 1.089, -5.311], [0.774, -2.666, -1.177], [-0.660, -2.738, -3.900], [0.014, 2.625, 1.680], [-1.291, 1.794, 2.536], [4.469, -1.197, 3.667], [-0.313, 6.390, -4.565], [-3.010, 2.508, -6.138], [4.508, 0.208, 4.743], [-0.892, -1.096, 5.146], [-1.245, -1.884, -4.242], [0.943, 1.098, -1.073], [-0.642, 4.256, -4.374], [-2.833, 4.625, -6.092], [-2.848, 0.276, -5.071], [3.373, 2.036, 1.197], [1.734, -0.530, 4.327], [3.207, -1.076, 0.503], [-0.049, -2.944, -1.856], [-1.064, 1.852, -4.167], [3.594, 2.597, 2.854], [3.931, -0.780, 1.276], [-2.475, 3.340, -5.690], [1.418, -3.553, -1.076], [2.125, 1.067, 2.695], [-0.601, -2.523, 2.293], [1.961, -1.514, 5.418], [-0.029, -3.225, 4.279], [-4.205, -1.212, -5.853], [-3.270, -1.026, -5.326], [0.215, 4.101, -3.719], [-2.633, 0.156, 2.111], [-1.868, 0.418, -0.499], [-0.670, 0.555, 5.744], [-3.491, -1.251, 1.481], [-0.874, -1.318, 0.331], [-0.928, 5.532, -4.839], [2.841, 2.252, 2.133], [-2.595, -1.144, -0.942], [4.191, -0.134, 3.742], [1.259, -4.807, 0.888], [-3.694, 4.785, -6.741], [-1.719, -2.762, 4.103], [1.280, -4.442, 2.632], [1.362, -1.889, -1.690], [-1.385, -1.530, 1.657], [0.690, 1.001, 2.937], [1.962, 1.399, -1.398], [-1.424, 3.108, -4.744], [-0.209, 2.888, 3.425], [3.614, -0.719, -0.463], [-2.045, 5.695, -5.661], [-2.488, -2.076, -4.845], [0.446, -2.894, 1.413], [1.237, -0.192, 0.790], [-0.733, -0.058, 4.829], [-2.658, -0.943, 2.133], [-1.122, -4.279, 3.380], [-2.892, -1.252, 3.158], [0.218, -0.412, -3.702], [-1.628, 0.251, 4.273], [1.404, -4.006, 1.631], [-0.239, 1.895, -3.459], [4.785, 0.423, 3.008], [2.735, 0.061, 3.533], [3.243, -2.168, 0.464], [-0.244, 2.124, 2.627], [0.243, -2.230, 0.152]],
  "lowdin_charge": [0.054, 0.001, -0.224, 0.086, -0.239, 0.063, -0.047, -0.013, 0.075, -0.058, -0.049, -0.094, 0.077, -0.019, 0.036, 0.075, -0.041, 0.094, 0.066, 0.063, 0.081, 0.102, 0.066, 0.092, 0.060, -0.057, -0.247, -0.071, -0.049, -0.055, 0.073, -0.227, -0.252, 0.075, -0.105, 0.086, -0.020, -0.062, 0.081, -0.399, -0.213, -0.042, 0.058, 0.105, -0.043, 0.095, 0.071, 0.091, 0.096, 0.092, -0.359, -0.058, -0.057, 0.098, -0.065, 0.087, 0.103, 0.062, 0.075, 0.075, -0.220, -0.360, -0.001, -0.243, 0.094, 0.009, -0.321, -0.311, -0.245, 1.663, -0.035, -0.043, 0.090, 0.067, 0.093, 0.064, -0.041, 0.050, 0.072, -0.247, -0.017, -0.064, -0.400],
  "total_charge": -1,
  "gap_ev": 4.28,
  "lumo_energy_ev": 2.253,
  "de_lowest_ev": 0.000
}